C38H48As3IrN8O3 | ωB97M-V/def2-TZVPD

XYZ file:
```
101
Properties=species:S:1:pos:R:3:forces:R:3:lowdin_spin:R:1
Ir -0.313197 0.049444 0.944260 -0.068 -0.011 0.028 0.001
C 5.120843 0.494455 -0.520167 0.025 0.030 0.070 0.000
N 3.868250 0.079050 0.144303 -0.001 -0.011 -0.024 0.000
C 2.690264 0.684612 0.148588 -0.007 -0.041 0.044 0.000
N 1.800107 -0.103779 0.753724 -0.041 0.027 -0.081 0.000
C 2.527070 -1.210665 1.091009 -0.018 -0.034 0.032 0.000
N 3.778360 -1.126401 0.736313 -0.010 0.027 -0.041 0.000
C 5.093324 0.146208 -1.985409 -0.075 -0.007 -0.041 0.000
C 5.941736 -0.798570 -2.545179 0.003 0.020 0.015 0.000
C 5.846126 -1.097885 -3.900858 0.006 -0.011 -0.020 0.000
C 4.885433 -0.492009 -4.694322 -0.006 -0.004 -0.008 0.000
C 4.026721 0.446680 -4.127127 -0.014 0.003 -0.001 0.000
C 4.155977 0.778852 -2.786465 0.025 -0.024 0.001 0.000
C 2.920381 1.033374 -4.878639 0.079 0.055 0.039 0.000
N 2.438198 0.722592 -6.029256 -0.017 -0.044 0.005 0.000
N 1.275153 1.468756 -6.184654 -0.023 0.043 -0.045 0.000
C 1.151095 2.177154 -5.120393 0.019 0.031 0.069 0.000
O 2.162705 1.962160 -4.237070 -0.048 -0.037 -0.045 0.000
C 0.075956 3.072853 -4.696216 0.013 0.008 0.043 0.000
C -1.007470 3.347573 -5.528729 -0.005 0.002 -0.022 0.000
C -2.030927 4.157689 -5.067224 -0.015 -0.017 -0.036 0.000
C -1.997092 4.681081 -3.778183 0.004 0.003 0.032 0.000
C -0.913894 4.416833 -2.951531 0.032 -0.056 -0.007 0.000
C -0.819295 4.996118 -1.562719 -0.050 0.014 -0.006 0.000
N -0.462905 3.948518 -0.580657 0.100 0.028 0.010 0.000
C -0.851198 2.684976 -0.547571 -0.049 -0.044 -0.036 0.000
N -0.247476 2.070416 0.472054 0.069 -0.040 0.127 0.000
C 0.521089 3.052546 1.031171 -0.030 0.048 -0.060 0.000
N 0.411211 4.196138 0.411656 -0.014 -0.020 0.029 0.000
C 0.125191 3.622127 -3.420393 0.006 0.002 -0.037 0.000
H 5.919110 -0.011334 0.016352 0.023 0.020 -0.023 0.000
H 5.216356 1.570039 -0.370902 0.033 -0.014 0.030 0.000
H 2.501400 1.654681 -0.277544 0.007 0.010 -0.007 0.000
H 2.114715 -2.067519 1.596055 -0.003 0.003 -0.008 0.000
H 6.682559 -1.297992 -1.933305 0.002 -0.001 0.000 0.000
H 6.522750 -1.819895 -4.336870 -0.002 0.000 -0.003 0.000
H 4.792032 -0.737968 -5.743837 0.009 -0.006 0.001 0.000
H 3.508601 1.541133 -2.371372 -0.010 0.001 -0.007 0.000
H -1.033939 2.928451 -6.525859 -0.005 0.001 0.000 0.000
H -2.868684 4.382543 -5.712904 0.002 -0.002 -0.003 0.000
H -2.809146 5.308653 -3.431328 0.003 0.005 0.002 0.000
H -1.754471 5.454995 -1.245250 0.002 0.019 -0.031 0.000
H -0.026325 5.737781 -1.481400 -0.008 0.010 0.032 0.000
H -1.525449 2.243987 -1.263158 -0.004 0.000 0.004 0.000
H 1.170661 2.903854 1.877798 0.003 0.007 -0.004 0.000
H 0.993608 3.437192 -2.798170 -0.002 0.006 0.004 0.000
C -3.771267 1.451438 0.876216 -0.016 -0.013 -0.011 0.000
As -2.724019 -0.121595 1.268204 0.088 0.060 0.090 0.002
C -3.560109 -1.479530 0.180027 0.012 0.014 -0.021 0.010
C -3.271319 -0.453349 3.115413 0.012 0.013 -0.038 0.001
C -2.532927 -1.356519 4.130589 0.002 0.046 0.033 0.003
C -3.109455 -0.943568 5.501821 -0.016 0.010 -0.001 0.003
C -0.994482 -1.160472 4.190811 -0.035 0.012 -0.066 0.000
As -0.173272 0.362631 3.308443 0.005 0.078 0.031 0.000
C -0.911113 2.004086 4.011778 0.020 -0.009 0.020 0.000
C 1.615092 0.337027 4.023491 0.011 0.012 -0.025 0.000
C -2.892073 -2.847759 3.965844 0.014 -0.062 -0.001 0.122
As -2.033494 -3.974844 2.591179 -0.010 -0.002 0.046 0.467
C -3.266834 -5.402476 2.214780 -0.002 -0.013 -0.012 0.073
C -0.479974 -4.798167 3.367562 -0.004 -0.021 -0.013 0.041
H -4.792223 1.297191 1.224186 0.000 0.003 -0.001 0.000
H -3.793639 1.615059 -0.200500 -0.004 0.009 0.001 0.000
H -3.349811 2.325954 1.369415 0.005 -0.004 0.004 0.000
H -4.615274 -1.523371 0.448821 -0.005 -0.020 -0.025 0.000
H -3.100259 -2.455271 0.325793 0.006 0.015 0.014 0.010
H -3.471998 -1.204419 -0.870862 -0.014 -0.001 -0.002 0.001
H -4.315919 -0.768215 3.047143 0.004 -0.018 -0.004 0.000
H -3.307015 0.556413 3.532677 -0.002 0.005 -0.003 0.000
H -2.884738 0.102743 5.718489 0.001 -0.002 -0.002 0.000
H -2.684521 -1.551513 6.300963 0.000 -0.007 -0.003 0.001
H -4.193347 -1.063642 5.525748 0.002 -0.001 -0.001 0.000
H -0.456069 -1.994337 3.739574 -0.025 -0.003 0.018 0.000
H -0.668663 -1.094732 5.230643 0.011 -0.028 0.009 0.000
H -1.095487 1.872732 5.077860 -0.005 0.004 -0.003 0.000
H -1.832423 2.291625 3.511523 -0.004 -0.021 -0.020 0.000
H -0.176418 2.797339 3.884742 -0.015 0.015 0.014 0.000
H 1.551991 0.523244 5.095465 0.012 0.005 0.001 0.000
H 2.217014 1.115305 3.557274 0.000 0.004 0.005 0.000
H 2.085133 -0.628495 3.849542 -0.021 -0.012 -0.001 0.000
H -3.964924 -2.964645 3.798157 -0.005 0.035 0.024 0.002
H -2.656286 -3.376680 4.895069 0.011 -0.004 -0.005 0.017
H -4.204972 -5.004154 1.835306 0.003 0.006 0.000 0.000
H -3.444896 -5.956597 3.138111 -0.002 -0.003 -0.002 0.018
H -2.814419 -6.057680 1.472966 0.002 0.004 0.000 0.000
H 0.350674 -4.097888 3.410599 -0.008 0.008 -0.001 0.001
H -0.208126 -5.636165 2.728881 0.015 0.000 0.010 -0.001
H -0.721381 -5.155270 4.368990 -0.003 -0.002 0.000 0.010
O -0.752036 -3.952839 0.419207 0.005 0.063 -0.011 0.139
C -0.434331 -2.777548 0.271003 0.028 -0.071 -0.018 0.024
O -0.417271 -1.959816 1.296856 0.010 -0.010 -0.057 0.046
C -0.042492 -2.219329 -1.053263 -0.007 0.021 0.012 0.007
C -0.262832 -0.871734 -1.361595 0.019 -0.008 -0.032 0.002
C 0.162035 -0.331091 -2.565372 0.021 -0.003 -0.012 0.000
C 0.814367 -1.150177 -3.481175 0.005 0.005 -0.014 0.000
C 1.040784 -2.485870 -3.181923 -0.021 -0.028 0.053 0.000
C 0.611881 -3.024735 -1.971817 0.013 0.017 -0.031 0.000
H -1.041441 -0.257557 -0.831728 -0.042 -0.075 0.028 0.000
H -0.050049 0.703307 -2.813269 0.003 -0.016 -0.008 0.000
H 1.119967 -0.758638 -4.443189 -0.009 -0.008 0.018 0.000
H 1.544503 -3.118691 -3.900354 -0.001 0.001 0.000 0.000
H 0.784644 -4.066190 -1.734755 0.003 -0.002 -0.008 0.000
```
Forces are in eV/Å.

multiplicity = 2
DFT total energy = -243580.2388 eV
<S²> = 0.75
net charge = +3
LUMO level (spin up / spin down) = -8.26 / -9.30 eV
Kohn-Sham gap (spin up / spin down) = 0.2459 / 0.2075 Eh
energy above the lowest of the compared OMol25 structures with the same formula, charge and spin = 1.4 kJ/mol